(1)
# C4H9O3Sm

A structure of composition C4H9O3Sm (wB97M-V/def2-TZVPD, the OMol25 dataset).

2S+1: 7
Frontier orbital gap (alpha / beta) (eV): 7.338 / 7.978
Energy relative to the best compared isomer or geometry (same formula, charge and spin) (kcal/mol): 27.7
E_HOMO (alpha / beta) (eV): -12.055 / -12.637
LUMO (alpha / beta) (Eh): -0.173 / -0.171
Expectation value of S²: 12.008
Total charge: +1

```
17
Properties=species:S:1:pos:R:3:forces:R:3:mulliken_spin:R:1
O 1.453626 0.321870 -0.016553 1.15 0.19 -0.22 0.00
C 0.023211 0.517338 -0.044872 -0.29 -0.06 0.48 0.00
C -0.674143 -0.789030 0.270679 -0.22 -0.30 -0.13 0.00
C -2.163160 -0.748418 -0.079232 -0.21 -0.33 -0.12 0.00
C -2.988236 0.131101 0.819924 -0.60 0.65 -0.03 0.00
O -3.812435 0.924148 0.427406 0.67 -0.54 0.23 0.00
H 1.735991 -0.074176 0.825101 -0.50 0.06 -0.20 0.00
H -0.254073 0.884800 -1.041918 0.29 -0.10 0.22 0.00
H -0.217633 1.286903 0.699965 -0.12 -0.06 -0.27 0.00
H -0.541525 -1.029429 1.336696 -0.01 0.00 -0.21 0.00
H -0.220306 -1.604774 -0.313686 0.01 0.30 0.19 0.00
H -2.332524 -0.459771 -1.125394 0.04 -0.04 0.25 0.00
H -2.817814 -0.004958 1.913363 0.00 0.00 -0.15 0.00
H -2.572785 -1.764648 0.051131 0.11 0.23 -0.07 0.00
Sm 3.500924 1.116873 -1.463967 0.75 -0.42 -0.14 6.03
O 5.588052 0.523346 -1.428206 -1.51 0.60 0.24 -0.03
H 6.292837 0.768829 -0.830436 0.45 -0.19 -0.05 0.00
```
Forces are in eV/Å.

(2)
# C4H9OP

An isolated molecule of C4H9OP (wB97M-V/def2-TZVPD, the OMol25 dataset).

2S+1: 1
Frontier orbital gap (eV): 10.080
Energy relative to the best compared isomer or geometry (same formula, charge and spin) (kcal/mol): 51.2
E_HOMO (eV): -9.034
LUMO (Eh): 0.038
Total charge: 0

```
15
Properties=species:S:1:pos:R:3:forces:R:3:mulliken_charge:R:1
C -0.644292 0.226383 -1.068999 0.85 0.74 1.50 -0.71
C -0.535014 -0.479342 0.282840 -0.40 -1.80 -2.33 0.08
C 0.685745 0.029790 -0.401925 -0.12 -2.92 -0.62 0.04
C -0.897581 -1.988031 0.384842 2.54 2.03 -1.51 -1.35
O 1.406443 1.026464 0.178561 -0.03 -0.20 -0.87 -0.40
P 0.761761 2.477128 0.755365 -0.92 -1.52 -0.32 -0.02
H -0.889913 -0.401027 -1.874761 -0.34 -0.22 -1.20 0.27
H -0.971152 1.259506 -0.991847 -0.42 -0.18 -0.51 0.21
H -0.917482 0.128682 1.009922 -0.68 1.33 2.20 0.52
H 1.356926 -0.796584 -0.818018 -0.81 1.38 0.50 0.28
H -0.773552 -2.431419 -0.630256 -0.64 0.00 0.87 0.25
H -1.784903 -2.134397 0.912638 -1.74 -0.41 0.22 0.40
H -0.110971 -2.353702 0.996952 0.70 -0.99 0.60 0.32
H 1.877243 2.225173 1.432517 1.60 1.53 2.43 0.06
H 1.436742 3.211377 -0.167830 0.42 1.23 -0.93 0.05
```
Forces are in eV/Å.

(3)
# C4H9OPS

A cluster of 2 separate species, C4H9OPS in total (wB97M-V/def2-TZVPD, the OMol25 dataset).

2S+1: 1
Frontier orbital gap (alpha / beta) (eV): 6.888 / 6.888
Energy relative to the best compared isomer or geometry (same formula, charge and spin) (kcal/mol): 98.8
E_HOMO (alpha / beta) (eV): -8.623 / -8.624
LUMO (alpha / beta) (Eh): -0.064 / -0.064
Total charge: 0

```
16
Properties=species:S:1:pos:R:3:forces:R:3:mulliken_charge:R:1
C 0.865775 -0.891242 -0.638667 0.05 -2.13 -0.29 -0.75
C 1.169485 -0.572432 0.821156 -0.10 -1.60 -1.89 -0.57
C -0.077924 0.169798 -1.182056 -0.05 -1.89 1.20 -0.69
C -0.166210 -0.241602 1.433889 0.31 -0.34 4.18 -0.45
O -1.254958 2.977429 -0.316921 0.30 -2.15 1.15 -0.76
P -1.338760 0.201898 0.099898 1.41 2.54 -0.34 0.43
S -2.964672 -0.710751 -0.015158 -0.79 -0.13 0.01 -0.30
H 1.775694 -0.997059 -1.159873 1.31 0.80 -1.01 0.44
H 0.605506 -2.021106 -0.750526 -0.87 1.95 0.35 0.29
H 1.657448 -1.497311 1.100900 -0.26 -0.18 1.20 0.27
H 1.950739 0.147953 0.870255 0.14 1.18 0.25 0.34
H 0.390074 1.098706 -1.214983 0.73 1.75 0.03 0.39
H -0.486118 -0.071410 -2.098573 -0.96 -0.39 -2.00 0.48
H -0.625711 -1.194407 1.915996 0.60 1.64 -0.78 0.31
H 0.111360 0.460557 2.324470 -1.50 -0.81 -1.65 0.35
H -1.611730 3.140979 -1.189801 -0.33 -0.26 -0.42 0.24
```
Forces are in eV/Å.

(4)
# C4H9OS

A cluster of 2 separate species, C4H9OS in total (wB97M-V/def2-TZVPD, the OMol25 dataset).

2S+1: 1
Frontier orbital gap (eV): 6.388
Energy relative to the best compared isomer or geometry (same formula, charge and spin) (kcal/mol): 9.9
E_HOMO (eV): -2.404
LUMO (Eh): 0.146
Total charge: -1

```
15
Properties=species:S:1:pos:R:3:forces:R:3:mulliken_charge:R:1
O 0.683123 0.859590 2.058922 -0.03 0.04 0.31 -0.58
C 0.404976 0.931558 0.885233 0.31 0.18 0.04 0.04
C 1.455912 1.218573 -0.159093 -0.08 0.24 -0.72 -0.16
C 1.571958 0.209046 -1.307126 0.04 0.26 0.00 -1.14
H -0.632551 0.947941 0.538654 -0.19 -0.11 -0.07 0.26
H 2.419392 1.408718 0.309944 0.01 -0.24 0.30 0.30
H 1.162819 2.177111 -0.618408 -0.03 -0.02 0.13 0.21
H 1.650494 -0.805852 -0.936611 0.03 -0.13 0.06 0.24
H 2.451592 0.446911 -1.917609 -0.09 -0.01 0.02 0.35
H 0.683122 0.254556 -1.934466 0.02 -0.15 0.02 0.30
C -2.486089 -1.519957 0.653758 0.09 0.19 0.17 -0.79
S -0.805310 -1.782404 0.004653 -0.05 -0.17 -0.19 -0.61
H -2.702462 -2.170990 1.505968 0.00 -0.03 -0.03 0.20
H -2.595416 -0.488292 1.015800 -0.08 -0.02 -0.01 0.17
H -3.261555 -1.686502 -0.099626 0.04 -0.01 -0.02 0.21
```
Forces are in eV/Å.

(5)
# C4H9OS

A structure of composition C4H9OS (wB97M-V/def2-TZVPD, the OMol25 dataset).

2S+1: 1
Frontier orbital gap (eV): 7.096
Energy relative to the best compared isomer or geometry (same formula, charge and spin) (kcal/mol): 5.7
E_HOMO (eV): -3.009
LUMO (Eh): 0.150
Total charge: -1

```
15
Properties=species:S:1:pos:R:3:forces:R:3:mulliken_charge:R:1
O -0.646939 1.144246 -0.838513 -0.05 0.14 0.03 -0.71
C -0.005323 0.089477 -0.667818 -0.02 -0.07 -0.07 -0.06
C -0.737410 -1.247456 -0.766468 0.08 0.12 0.19 -0.33
C -1.303212 -1.433411 -2.170772 -0.05 0.01 0.09 -1.15
H 1.045870 0.036811 -1.016031 -0.02 -0.02 -0.04 0.31
H -1.538418 -1.227987 -0.021865 0.03 -0.06 -0.11 0.27
H -0.042395 -2.048703 -0.503241 -0.03 -0.07 0.01 0.27
H -1.977514 -0.608487 -2.395197 -0.02 0.06 -0.06 0.28
H -1.860129 -2.368692 -2.265523 0.03 -0.05 -0.02 0.34
H -0.506162 -1.428353 -2.917411 0.03 -0.02 -0.06 0.32
C 0.934001 1.680225 1.638599 0.07 -0.14 -0.08 -0.76
S 0.718937 -0.114927 1.508979 0.01 0.05 0.03 -0.45
H 0.030551 2.186685 1.298166 -0.07 -0.02 0.02 0.21
H 1.151048 1.951326 2.672218 -0.02 0.08 0.00 0.28
H 1.752546 2.024861 1.000952 0.06 0.00 0.06 0.21
```
Forces are in eV/Å.

(6)
# C4H9S

A cluster of 2 separate species, C4H9S in total (wB97M-V/def2-TZVPD, the OMol25 dataset).

2S+1: 1
Frontier orbital gap (eV): 6.148
Energy relative to the best compared isomer or geometry (same formula, charge and spin) (kcal/mol): 28.0
E_HOMO (eV): -2.179
LUMO (Eh): 0.146
Total charge: -1

```
14
Properties=species:S:1:pos:R:3:forces:R:3:mulliken_charge:R:1
C 1.003324 -2.132415 -0.111246 0.04 0.40 0.86 -0.71
S 1.848919 -0.505122 -0.049923 0.50 -0.24 -0.29 -0.72
H 0.083094 -2.057454 -0.693717 -0.06 -0.25 -0.04 0.13
H 1.616276 -2.962598 -0.458101 0.15 0.07 -0.45 0.27
H 0.758472 -2.407652 0.923013 -0.32 -0.03 -0.16 0.16
C -1.580419 0.632683 -1.039246 -1.12 0.08 -0.42 -1.05
C -1.158084 1.024080 0.331692 0.69 2.33 -0.23 0.18
C -1.856721 1.849491 1.127498 -0.92 -1.71 -0.02 -0.83
H -2.401846 -0.094487 -0.993267 0.41 -0.38 0.11 0.24
H -2.096160 1.442652 -1.565683 0.27 0.37 0.04 0.38
H -0.782147 0.270070 -1.673305 0.26 -0.19 0.13 0.26
H -0.084678 0.981241 0.539880 -0.28 -1.38 0.31 0.15
H -1.664539 1.792494 2.190168 0.54 0.93 0.11 0.27
H -2.860029 2.162516 0.845793 -0.16 0.00 0.05 0.28
```
Forces are in eV/Å.

(7)
# C4HBrS

A cluster of 2 separate species, C4HBrS in total (wB97M-V/def2-TZVPD, the OMol25 dataset).

2S+1: 1
Frontier orbital gap (alpha / beta) (eV): 6.632 / 6.691
Energy relative to the best compared isomer or geometry (same formula, charge and spin) (kcal/mol): 72.8
E_HOMO (alpha / beta) (eV): -9.467 / -9.541
LUMO (alpha / beta) (Eh): -0.104 / -0.105
Total charge: 0

```
7
Properties=species:S:1:pos:R:3:forces:R:3:mulliken_charge:R:1
C -2.630887 -0.006541 -0.689017 -2.69 2.85 -1.16 -0.29
C -1.890807 -0.898257 -0.238818 3.85 -3.63 1.00 0.32
C 1.746757 0.028921 0.467876 -0.47 1.18 -0.19 -0.11
C 1.077322 0.907525 -0.000382 -1.34 1.62 -0.59 -0.26
S -0.647161 -1.900524 -0.109563 -1.33 0.64 0.13 -0.07
Br -0.058542 2.299615 -0.560641 1.28 -1.68 0.46 0.04
H 2.403319 -0.430739 1.130544 0.69 -0.98 0.35 0.37
```
Forces are in eV/Å.

(8)
# C4HClN2S

An isolated molecule of C4HClN2S (wB97M-V/def2-TZVPD, the OMol25 dataset).

2S+1: 1
Frontier orbital gap (eV): 7.593
E_HOMO (eV): -8.486
LUMO (Eh): -0.033
Total charge: 0

```
9
Properties=species:S:1:pos:R:3:forces:R:3:mulliken_charge:R:1
C 1.102536 2.363658 0.022542 0.06 1.01 0.49 0.22
C 0.670310 -1.336192 -0.025618 -0.12 -0.83 0.31 -0.04
C 0.967772 1.068415 -0.308350 -0.06 -1.36 -0.61 0.18
C -1.867331 -0.604398 0.076181 0.68 0.11 0.05 -0.14
N 1.254705 3.500382 0.175681 -0.02 0.06 0.08 -0.38
N 0.921068 -0.099399 -0.057538 -0.06 0.80 -0.29 -0.13
S -0.967185 -2.012743 -0.068351 -0.39 0.63 0.08 0.02
Cl -3.543065 -0.823481 0.097676 -0.26 -0.36 -0.09 -0.09
H 1.461186 -2.056246 0.087778 0.17 -0.06 -0.03 0.35
```
Forces are in eV/Å.

(9)
# C4HF3N2O2S

An isolated molecule of C4HF3N2O2S (wB97M-V/def2-TZVPD, the OMol25 dataset).

2S+1: 1
Frontier orbital gap (eV): 8.756
Energy relative to the best compared isomer or geometry (same formula, charge and spin) (kcal/mol): 0.0
E_HOMO (eV): -9.214
LUMO (Eh): -0.017
Total charge: 0

```
13
Properties=species:S:1:pos:R:3:forces:R:3:mulliken_charge:R:1
C -1.815576 -1.189641 2.728190 -0.07 -0.46 0.27 0.27
C -1.058999 0.154378 0.929177 0.93 0.18 -1.50 0.78
C -1.583182 0.081570 2.196314 0.88 0.43 -2.48 -0.79
C 1.928325 0.290835 -1.281320 0.14 -0.07 0.22 0.75
N -1.998799 -2.226919 3.186662 -0.08 -0.34 0.13 -0.39
N -0.491821 0.200471 -0.154001 -0.65 -0.07 0.64 -0.50
O -0.185472 1.535886 -2.465059 0.02 0.04 0.28 -0.48
O -0.119168 -0.952610 -2.571568 -0.02 -0.13 0.28 -0.47
F 2.070045 1.264249 -0.402920 -0.17 0.07 -0.18 -0.19
F 2.169884 -0.868645 -0.702132 -0.14 -0.04 -0.12 -0.19
F 2.772834 0.473951 -2.282799 -0.34 -0.01 -0.16 -0.19
S 0.150106 0.273422 -1.930307 -0.50 0.09 2.63 1.05
H -1.838178 0.963052 2.749762 0.00 0.31 -0.03 0.35
```
Forces are in eV/Å.

(10)
# C4HFO5S2

An isolated molecule of C4HFO5S2 (wB97M-V/def2-TZVPD, the OMol25 dataset).

2S+1: 1
Frontier orbital gap (eV): 8.025
E_HOMO (eV): -10.985
LUMO (Eh): -0.109
Total charge: 0

```
13
Properties=species:S:1:pos:R:3:forces:R:3:mulliken_charge:R:1
O 3.252484 0.556841 0.436570 -7.30 -5.01 -4.01 -0.46
C 2.162297 -0.044313 -0.079547 4.37 4.16 2.45 0.51
O 2.006633 -1.412039 -0.641964 -2.13 2.22 2.87 -0.21
C 0.618212 -1.799666 -0.277346 -1.82 -4.89 0.74 0.40
O 0.234743 -3.061330 -0.050097 2.84 9.37 -1.85 -0.44
C -0.212577 -0.376987 -0.180732 2.79 1.95 0.26 0.24
S -2.090117 -0.090660 -0.168599 -4.24 4.33 0.45 1.08
O -2.442572 0.996972 0.909186 1.99 -5.03 -4.14 -0.46
O -2.663705 0.252452 -1.573616 2.83 -2.41 5.45 -0.47
F -2.763342 -1.576220 0.462637 1.90 2.96 -1.69 -0.26
C 0.730220 0.769566 -0.076249 -1.64 -4.70 0.46 0.02
S 0.335217 2.599873 0.031453 0.33 -1.45 -0.12 -0.16
H 0.832506 3.185510 1.208305 0.08 -1.51 -0.88 0.22
```
Forces are in eV/Å.

(11)
# C4HLiNiO5

A structure of composition C4HLiNiO5 (wB97M-V/def2-TZVPD, the OMol25 dataset).

2S+1: 4
Frontier orbital gap (alpha / beta) (eV): 9.088 / 4.958
E_HOMO (alpha / beta) (eV): -13.172 / -12.191
LUMO (alpha / beta) (Eh): -0.150 / -0.266
Expectation value of S²: 3.787
Total charge: +1

```
12
Properties=species:S:1:pos:R:3:forces:R:3:mulliken_spin:R:1
O -1.597804 0.799893 -1.923224 0.87 1.16 1.87 0.06
O 0.164655 0.519939 -0.516226 0.30 1.31 2.60 0.10
O 0.076172 -0.510843 -2.457244 1.78 0.62 1.55 0.06
C -0.258470 0.775676 1.797344 -1.30 -3.15 2.99 0.06
C -0.423784 1.201908 0.522099 1.31 -0.60 -2.71 1.29
C -0.462941 0.328554 -1.690079 -1.94 -1.55 -1.86 0.00
H -0.675195 1.392869 2.599625 0.58 0.10 -0.08 0.02
Ni -1.432075 -0.187347 -3.533619 -1.65 -0.75 -3.02 0.93
O 1.737272 -1.633087 1.180918 -1.72 -1.15 1.81 0.03
C 0.876364 -1.963563 1.957910 3.84 -1.27 -2.64 -0.01
O 0.013049 -0.488400 2.120329 -2.16 5.72 -0.34 0.46
Li 1.982758 -0.235599 -0.057832 0.09 -0.44 -0.16 0.00
```
Forces are in eV/Å.

(12)
# C4HNS

An isolated molecule of C4HNS (wB97M-V/def2-TZVPD, the OMol25 dataset).

2S+1: 1
Frontier orbital gap (eV): 7.779
Energy relative to the best compared isomer or geometry (same formula, charge and spin) (kcal/mol): 51.9
E_HOMO (eV): -9.777
LUMO (Eh): -0.073
Total charge: 0

```
7
Properties=species:S:1:pos:R:3:forces:R:3:mulliken_charge:R:1
C -0.999233 1.083795 -0.780921 -2.08 2.29 4.76 -0.32
C -0.337914 0.331809 0.433016 -0.60 0.50 -4.04 0.18
C 0.394702 -0.563218 0.791118 3.53 -2.15 0.44 0.21
C 1.557835 -1.526646 0.947796 3.30 -5.54 -0.79 0.09
H -1.018479 0.733638 -1.782654 0.81 -0.93 -0.50 0.35
N 2.403640 -2.482802 0.887708 -6.98 8.17 0.64 -0.40
S -2.000550 2.423425 -0.496063 2.03 -2.35 -0.52 -0.12
```
Forces are in eV/Å.

(13)
# C4HO2

A cluster of 2 separate species, C4HO2 in total (wB97M-V/def2-TZVPD, the OMol25 dataset).

2S+1: 1
Frontier orbital gap (eV): 8.651
Energy relative to the best compared isomer or geometry (same formula, charge and spin) (kcal/mol): 54.8
E_HOMO (eV): -4.803
LUMO (Eh): 0.141
Total charge: -1

```
7
Properties=species:S:1:pos:R:3:forces:R:3:mulliken_charge:R:1
C 1.080627 -1.216255 0.312010 -0.60 0.03 0.61 -0.76
C -0.079999 -0.296659 0.119504 2.30 -0.58 -1.03 0.53
C -0.845767 0.798258 0.823973 2.27 0.15 -0.26 0.56
C 0.742943 -0.699318 -0.880055 -0.47 -1.02 -4.14 -0.23
O 0.085071 1.605127 1.049657 -0.48 0.42 0.17 -0.64
O -2.023820 0.775132 1.039946 -2.22 -0.07 0.39 -0.65
H 1.040945 -0.966285 -2.465036 -0.80 1.06 4.26 0.19
```
Forces are in eV/Å.

Taking the records one at a time from the top gives E values of -28333.5592 -15627.4153 -26462.1684 -17176.9516 -17177.1322 -15128.4356 -85033.7662 -30496.2726 -30223.1031 -38781.9812 -55636.8223 -16484.0169 -8254.5647 eV.
Taking the records one at a time from the top gives max |F| values of 1.65 3.59 4.20 0.76 0.24 2.44 5.39 1.49 2.68 9.97 6.12 10.77 4.46 eV Å⁻¹.